(1)
{
  "formula": "C16H30N4O3",
  "method": "ωB97M-V with the def2-TZVPD basis set",
  "smiles": "CCN(CCN)C(=O)C(=O)N[C@H]1CCC[C@H](C(=O)NC(C)C)C1",
  "spin_multiplicity": 1,
  "relative_energy_ev": 0.083,
  "orbital_gap_ev": 10.0,
  "species": ["C", "C", "N", "C", "C", "N", "C", "O", "C", "O", "N", "C", "C", "C", "C", "C", "C", "O", "N", "C", "C", "C", "C", "H", "H", "H", "H", "H", "H", "H", "H", "H", "H", "H", "H", "H", "H", "H", "H", "H", "H", "H", "H", "H", "H", "H", "H", "H", "H", "H", "H", "H", "H"],
  "xyz": [[1.221, -4.083, 0.381], [0.633, -3.037, -0.550], [-0.125, -2.007, 0.168], [-1.572, -2.136, 0.199], [-2.261, -1.305, -0.867], [-1.900, -1.765, -2.209], [0.375, -0.941, 0.813], [-0.333, -0.121, 1.389], [1.901, -0.734, 0.888], [2.727, -1.242, 0.141], [2.221, 0.121, 1.865], [3.602, 0.466, 2.116], [3.726, 1.736, 2.932], [5.199, 2.076, 3.146], [5.977, 0.916, 3.746], [5.820, -0.367, 2.935], [6.614, -0.262, 1.623], [7.712, 0.274, 1.609], [6.082, -0.833, 0.517], [6.764, -0.821, -0.768], [5.732, -1.006, -1.868], [7.854, -1.881, -0.820], [4.342, -0.687, 2.775], [1.744, -4.846, -0.198], [1.939, -3.639, 1.070], [0.439, -4.576, 0.963], [1.405, -2.580, -1.155], [-0.063, -3.503, -1.242], [-1.822, -3.193, 0.084], [-1.936, -1.818, 1.175], [-3.343, -1.328, -0.675], [-1.939, -0.271, -0.755], [-2.362, -2.641, -2.422], [-2.197, -1.099, -2.911], [1.464, 0.533, 2.390], [4.058, 0.658, 1.138], [3.223, 2.554, 2.411], [3.225, 1.609, 3.901], [5.652, 2.357, 2.190], [5.279, 2.949, 3.795], [7.033, 1.166, 3.844], [5.623, 0.719, 4.766], [6.318, -1.176, 3.477], [5.149, -1.217, 0.542], [7.234, 0.159, -0.877], [6.218, -1.003, -2.843], [5.207, -1.958, -1.758], [4.989, -0.207, -1.853], [8.360, -1.862, -1.787], [8.597, -1.702, -0.043], [7.428, -2.877, -0.679], [3.908, -0.875, 3.765], [4.187, -1.619, 2.226]],
  "lowdin_charge": [-0.0673, -0.2075, -0.0296, -0.1597, -0.2568, 0.0035, -0.3512, 0.0500, -0.3699, 0.0510, 0.1293, -0.3157, -0.1440, -0.1769, -0.1622, -0.2177, -0.4501, 0.0573, 0.1050, -0.4194, -0.0596, -0.0560, -0.1105, 0.0779, 0.0648, 0.0748, 0.1083, 0.1040, 0.1255, 0.1218, 0.1109, 0.1126, 0.0678, 0.0646, 0.1438, 0.1501, 0.1214, 0.1255, 0.1219, 0.1128, 0.1143, 0.1215, 0.1540, 0.1022, 0.1408, 0.0786, 0.0817, 0.0785, 0.0779, 0.0737, 0.0812, 0.1334, 0.1118]
}

---

(2)
{
  "formula": "C5H7NO",
  "method": "ωB97M-V with the def2-TZVPD basis set",
  "smiles": "Cn1cccc1O",
  "spin_multiplicity": 1,
  "relative_energy_ev": 0.784,
  "orbital_gap_ev": 8.5,
  "species": ["C", "N", "C", "C", "C", "C", "O", "H", "H", "H", "H", "H", "H", "H"],
  "xyz": [[-1.792, 0.107, 0.519], [-0.513, -0.101, -0.057], [0.028, -1.366, -0.191], [1.376, -1.234, -0.347], [1.676, 0.169, -0.345], [0.477, 0.813, -0.188], [0.102, 2.122, -0.167], [-2.054, 1.164, 0.556], [-1.809, -0.233, 1.583], [-2.497, -0.450, -0.065], [-0.613, -2.243, -0.191], [2.077, -2.050, -0.437], [2.640, 0.646, -0.427], [0.901, 2.655, -0.242]],
  "lowdin_charge": [-0.0319, -0.1207, -0.1107, -0.0982, -0.0438, -0.3633, 0.0751, 0.0894, 0.1074, 0.0840, 0.1155, 0.0901, 0.0939, 0.1133]
}